Entry 1:
{"formula": "C28H22BCl2F6NO4OsS", "method": "ωB97M-V with the def2-TZVPD basis set", "symbols": ["Os", "F", "C", "F", "F", "C", "C", "C", "C", "N", "C", "S", "H", "H", "H", "Cl", "C", "C", "C", "Cl", "C", "O", "C", "C", "O", "C", "H", "H", "H", "F", "C", "F", "F", "C", "C", "C", "C", "C", "C", "C", "C", "H", "H", "H", "H", "C", "C", "C", "O", "B", "O", "C", "C", "C", "H", "H", "H", "H", "H", "H", "H", "H", "H", "H", "H", "H"], "xyz": [[0.91984, -0.90245, 1.25963], [5.19050, -5.58359, 1.38128], [4.63375, -4.42501, 1.77661], [4.50210, -4.49219, 3.11496], [5.51782, -3.45108, 1.51880], [3.31498, -4.18758, 1.10368], [2.71370, -5.16233, 0.32783], [1.48037, -4.91637, -0.26313], [0.86401, -3.70136, -0.03911], [1.43391, -2.77045, 0.72744], [2.65441, -2.97091, 1.27110], [3.06506, -1.48049, 2.04820], [3.21380, -6.10879, 0.17725], [1.00463, -5.65625, -0.88920], [-0.09860, -3.44865, -0.46098], [0.81369, 3.11594, 7.56105], [0.59823, 2.50328, 5.95916], [0.41330, 3.38401, 4.90734], [0.23662, 2.88589, 3.62777], [0.02713, 3.99007, 2.31690], [0.23869, 1.51801, 3.37565], [0.06154, 1.07290, 2.09323], [0.43462, 0.63696, 4.44416], [0.42256, -0.82940, 4.32516], [0.31433, -1.46556, 3.29592], [0.60974, 1.14234, 5.73121], [0.40873, 4.45170, 5.07310], [0.52016, -1.36874, 5.27697], [0.75383, 0.45680, 6.55608], [1.90319, 1.37639, -7.95214], [1.08664, 0.41739, -7.48571], [1.40318, -0.72012, -8.13972], [-0.16327, 0.73972, -7.88512], [1.17296, 0.25394, -6.00060], [2.02321, 1.03792, -5.23585], [2.06744, 0.87379, -3.86169], [1.26775, -0.08150, -3.22521], [0.42074, -0.87055, -4.01804], [0.37072, -0.70224, -5.38706], [1.29180, -0.24212, -1.80916], [1.29324, -0.38167, -0.59499], [2.64849, 1.77981, -5.71294], [2.72526, 1.48723, -3.26132], [-0.19738, -1.61757, -3.53778], [-0.28999, -1.31610, -5.98653], [-4.46102, 2.36238, 1.22121], [-3.28483, 1.46500, 0.90364], [-3.71305, 0.00632, 0.85098], [-2.31130, 1.56113, 1.99390], [-1.10053, 1.44319, 1.38554], [-1.08818, 1.54275, 0.04311], [-2.44621, 1.89855, -0.34673], [-2.77807, 1.15206, -1.62285], [-2.45248, 3.40050, -0.58293], [-4.99447, 1.97495, 2.08897], [-5.15459, 2.38753, 0.37869], [-4.13945, 3.37810, 1.44029], [-4.14164, -0.27188, 1.81339], [-2.86185, -0.64853, 0.65382], [-4.46118, -0.15803, 0.07552], [-2.55259, 0.09166, -1.52928], [-2.17845, 1.54903, -2.44169], [-3.83272, 1.27440, -1.87700], [-2.24977, 3.94965, 0.33685], [-3.41144, 3.73122, -0.98308], [-1.67363, 3.63902, -1.30651]], "de_lowest_kcal_mol": 0.00, "homo_energy_ev": -6.814}

---

Entry 2:
{"formula": "C28H22Cl2IrN5O6S", "method": "ωB97M-V with the def2-TZVPD basis set", "symbols": ["Ir", "Cl", "C", "C", "C", "N", "C", "O", "C", "C", "C", "C", "C", "N", "C", "C", "C", "Cl", "N", "C", "O", "C", "C", "C", "C", "C", "N", "H", "H", "H", "H", "H", "H", "H", "H", "H", "H", "C", "C", "C", "C", "C", "C", "C", "S", "O", "O", "N", "C", "C", "C", "O", "O", "H", "H", "H", "H", "H", "H", "H", "H", "H", "H", "H", "H"], "xyz": [[1.05035, -2.31112, -0.29327], [6.83065, 1.18810, -0.70101], [5.38643, 0.36351, -1.13212], [4.68889, -0.24605, -0.09384], [3.49997, -0.97892, -0.42249], [2.73454, -1.59872, 0.47823], [2.87709, -1.66575, 1.91208], [3.77888, -1.13697, 2.48909], [1.72853, -2.37723, 2.47189], [1.61011, -2.61637, 3.87526], [0.51322, -3.25508, 4.37668], [-0.46177, -3.72774, 3.49397], [-0.34238, -3.49974, 2.18131], [0.70570, -2.83122, 1.63834], [3.07932, -1.05016, -1.81163], [3.79530, -0.47916, -2.78806], [4.95898, 0.26178, -2.45603], [5.82412, 1.04073, -3.69735], [1.88010, -1.77663, -1.98798], [1.15784, -1.88665, -3.15670], [1.44692, -1.46430, -4.23197], [-0.16354, -2.60069, -2.87996], [-1.02001, -2.80372, -3.94278], [-2.25961, -3.38006, -3.73440], [-2.57994, -3.75258, -2.44028], [-1.67136, -3.50013, -1.43079], [-0.49413, -2.89696, -1.62768], [5.04714, -0.21723, 0.92414], [2.38679, -2.20829, 4.54545], [0.48910, -3.36481, 5.44811], [-1.36757, -4.19969, 3.85495], [-1.06790, -3.83875, 1.46346], [3.51510, -0.56593, -3.83660], [-0.64703, -2.48812, -4.90851], [-3.00201, -3.50261, -4.49037], [-3.55911, -4.12214, -2.18166], [-1.91972, -3.78180, -0.41137], [-5.37217, 2.44873, -1.36291], [-4.24464, 3.09586, -0.61460], [-4.30649, 3.34038, 0.76441], [-3.20028, 3.83169, 1.43583], [-2.01061, 4.13403, 0.74536], [-1.98697, 3.94427, -0.65153], [-3.08260, 3.41135, -1.30588], [-0.52119, 4.62032, 1.57682], [0.18275, 5.53128, 0.72988], [-0.80359, 4.91766, 2.94958], [0.37316, 3.27644, 1.49344], [0.34804, 2.22135, 2.44115], [0.88192, 0.95189, 1.78578], [0.48803, 0.75892, 0.31565], [0.60803, 1.69383, -0.57406], [0.01786, -0.32460, -0.09958], [-6.18140, 2.06551, -0.70297], [-4.98180, 1.63179, -1.98152], [-5.84004, 3.16697, -2.03686], [-5.18722, 3.07704, 1.37101], [-3.26782, 3.92464, 2.50742], [-1.08604, 4.21151, -1.19167], [-3.02696, 3.27379, -2.38620], [0.88326, 2.44695, -0.09112], [-0.62424, 2.08606, 2.94944], [1.00323, 2.55426, 3.26162], [0.53228, 0.09595, 2.33583], [1.97650, 0.88331, 1.83958]], "s2": 8.8068, "multiplicity": 6, "total_charge": 1, "de_lowest_kcal_mol": 3.87, "homo_energy_ev": [-8.592, -12.075]}

---

Entry 3:
{"formula": "C28H22F3NO", "method": "ωB97M-V with the def2-TZVPD basis set", "symbols": ["F", "C", "F", "F", "C", "C", "C", "C", "O", "C", "C", "H", "H", "H", "H", "C", "N", "C", "C", "C", "C", "C", "C", "C", "C", "C", "C", "C", "C", "C", "C", "C", "C", "C", "C", "C", "C", "H", "H", "H", "H", "H", "H", "H", "H", "H", "H", "H", "H", "H", "H", "H", "H", "H", "H"], "xyz": [[-0.90533, -0.44616, 3.89736], [-0.57354, -1.24016, 2.82978], [-0.79032, -2.53331, 3.20626], [-1.47347, -0.95716, 1.82930], [0.83697, -1.00358, 2.37268], [1.62220, -2.05186, 1.89627], [2.90554, -1.78032, 1.45073], [3.39567, -0.46846, 1.46999], [4.67679, -0.33816, 0.97578], [2.57889, 0.56700, 1.91915], [1.30411, 0.29505, 2.39296], [1.25033, -3.07102, 1.87180], [3.55440, -2.57134, 1.07433], [2.87251, 1.60398, 1.90093], [0.69866, 1.11104, 2.76723], [10.80244, -2.70936, -0.78367], [10.52949, -1.28986, -0.63893], [11.50797, -0.39689, -1.22681], [9.29857, -0.80911, -0.27755], [8.40431, -1.58608, 0.50113], [7.21679, -1.03228, 0.95034], [6.85804, 0.25887, 0.58151], [5.53300, 0.78610, 1.09656], [4.93987, 1.97569, 0.35433], [4.58278, 2.98330, 1.26930], [3.79960, 4.06040, 0.84874], [3.49240, 4.16903, -0.51334], [3.95254, 3.21288, -1.42732], [4.65549, 2.07893, -0.99020], [5.01141, 2.56265, 2.62115], [5.62002, 1.29798, 2.52738], [6.19982, 0.67394, 3.61103], [6.08138, 1.30300, 4.86038], [5.33916, 2.48553, 4.99044], [4.80200, 3.13593, 3.87434], [7.69122, 1.01711, -0.23869], [8.91031, 0.50272, -0.64728], [10.11595, -3.29252, -0.16962], [10.70781, -3.03281, -1.83625], [11.83275, -2.91122, -0.46177], [11.54433, 0.54401, -0.66247], [12.49743, -0.86612, -1.17832], [11.27729, -0.16043, -2.27880], [8.65573, -2.60080, 0.81139], [6.56750, -1.62558, 1.59007], [3.45837, 4.78262, 1.58502], [2.88939, 5.00825, -0.86408], [3.75669, 3.34144, -2.49133], [4.97737, 1.30228, -1.68587], [6.73221, -0.26674, 3.48576], [6.54860, 0.84823, 5.73331], [5.18394, 2.91038, 5.98288], [4.22341, 4.05683, 3.95318], [7.38872, 2.01697, -0.54140], [9.57415, 1.10768, -1.26478]], "de_lowest_kcal_mol": 0.00, "homo_energy_ev": -7.552, "smiles": "CN(C)c1ccc(C2(Oc3ccc(C(F)(F)F)cc3)c3ccccc3-c3ccccc32)cc1"}

---

Entry 4:
{"formula": "C28H22N3O5Rh", "method": "ωB97M-V with the def2-TZVPD basis set", "symbols": ["Rh", "O", "C", "O", "C", "C", "C", "C", "C", "O", "C", "C", "O", "O", "H", "H", "H", "H", "H", "H", "H", "H", "N", "C", "C", "C", "C", "C", "C", "C", "H", "H", "H", "H", "H", "N", "C", "C", "C", "C", "C", "N", "C", "H", "H", "H", "H", "C", "C", "C", "C", "C", "C", "C", "H", "H", "H", "H", "H"], "xyz": [[-0.29856, -0.04885, 0.07185], [0.90584, -0.30052, 4.14236], [1.01567, -0.26045, 2.90876], [0.16787, -0.70420, 2.07694], [2.32577, 0.34367, 2.35968], [3.00028, -0.45533, 1.22475], [4.50738, -0.14318, 1.24579], [4.50202, 1.31153, 0.70309], [3.00215, 1.51702, 0.40443], [2.60232, 0.20239, 0.02151], [2.23968, 1.76434, 1.72077], [0.86823, 2.44616, 1.47972], [0.77319, 3.59308, 1.93950], [-0.03056, 1.88221, 0.77854], [3.00062, 0.37977, 3.21596], [2.71606, -1.50428, 1.17582], [5.05098, -0.81295, 0.57647], [4.93559, -0.22905, 2.24561], [5.08870, 1.39451, -0.21347], [4.88083, 2.04061, 1.42118], [2.77213, 2.21913, -0.39484], [2.77888, 2.48468, 2.33386], [-0.45422, -1.80067, -0.73047], [-0.34180, -2.71865, -1.42085], [-0.23180, -3.76248, -2.38632], [-1.27015, -3.97952, -3.29471], [-1.14141, -4.95636, -4.26715], [0.01237, -5.72506, -4.33940], [1.04747, -5.50702, -3.43911], [0.93425, -4.52724, -2.46810], [-2.15357, -3.35736, -3.24759], [-1.94168, -5.10414, -4.98107], [0.11220, -6.48166, -5.10809], [1.95636, -6.09271, -3.50381], [1.74348, -4.32790, -1.77870], [-2.54384, -1.41919, -6.93754], [-1.81263, -1.18545, -6.07822], [-0.88185, -0.89230, -5.01962], [0.43714, -1.36766, -5.11283], [1.23765, -1.05403, -3.98663], [0.77745, -0.36563, -2.91664], [-0.57175, 0.10624, -2.81702], [-1.37428, -0.18334, -3.95394], [0.78128, -1.95171, -5.95098], [2.27612, -1.36535, -3.95412], [1.36585, -0.13954, -2.04062], [-2.40912, 0.10445, -3.89258], [-1.02218, 0.56509, -1.63124], [-2.16312, 1.50589, -1.67814], [-2.90468, 1.71004, -0.50469], [-3.93724, 2.63001, -0.44865], [-4.26273, 3.39882, -1.55973], [-3.51897, 3.23883, -2.72186], [-2.48975, 2.31250, -2.77902], [-2.62545, 1.12893, 0.36635], [-4.48146, 2.75764, 0.48020], [-5.06642, 4.12502, -1.51509], [-3.73222, 3.84706, -3.59456], [-1.91075, 2.24135, -3.69123]], "total_charge": -2, "de_lowest_kcal_mol": 0.00, "homo_energy_ev": [-0.066, -0.068]}

---

Entry 5:
{"formula": "C28H22N4O3PRuS3", "method": "ωB97M-V with the def2-TZVPD basis set", "symbols": ["Ru", "N", "C", "C", "C", "C", "C", "C", "P", "C", "C", "C", "C", "C", "C", "C", "C", "C", "C", "C", "C", "H", "H", "H", "H", "H", "H", "H", "H", "H", "H", "H", "H", "H", "H", "H", "H", "S", "C", "C", "N", "C", "S", "C", "N", "N", "C", "C", "C", "C", "C", "C", "S", "O", "O", "O", "H", "H", "H", "H", "H", "H"], "xyz": [[-0.81625, 0.41548, 0.94403], [1.61651, 0.89009, 0.90086], [2.59465, -0.17162, 0.86268], [3.95059, 0.06388, 0.72935], [4.81824, -1.02130, 0.71233], [4.34083, -2.32225, 0.83426], [2.97819, -2.55859, 0.93822], [2.10816, -1.47184, 0.93983], [0.34732, -1.61679, 0.76362], [-0.05788, -1.26655, -0.94284], [0.87878, -0.76260, -1.86162], [0.45305, -0.29253, -3.08671], [-0.90696, -0.29854, -3.41017], [-1.84136, -0.80369, -2.52328], [-1.42660, -1.29097, -1.28564], [-0.24163, -3.22015, 1.25835], [-0.42405, -3.49660, 2.61560], [-0.81358, -4.76534, 3.00906], [-1.01791, -5.75314, 2.05256], [-0.83264, -5.48077, 0.70315], [-0.44364, -4.21302, 0.29735], [1.56828, 1.26393, 1.84506], [1.84728, 1.66281, 0.27574], [4.32951, 1.07484, 0.64301], [5.88103, -0.84685, 0.60771], [5.03289, -3.15320, 0.83709], [2.59507, -3.57012, 1.00786], [1.93125, -0.73869, -1.60899], [1.17213, 0.09862, -3.79566], [-1.22709, 0.09664, -4.36586], [-2.89022, -0.82121, -2.78773], [-2.15087, -1.73307, -0.60881], [-0.26344, -2.73042, 3.36486], [-0.96227, -4.98354, 4.05782], [-1.32437, -6.74372, 2.36210], [-0.99371, -6.25478, -0.03516], [-0.30376, -4.00062, -0.75524], [-2.80980, 1.47382, 0.12632], [-3.97604, 0.83443, 1.14160], [-5.35067, 1.18512, 0.90070], [-6.44889, 1.46266, 0.71065], [-3.66066, -0.00164, 2.21435], [-2.06385, -0.45037, 2.66936], [-4.70573, -0.55850, 3.01720], [-5.53411, -1.02945, 3.66215], [-0.42196, 2.69957, 1.57841], [-0.06142, 3.33953, 0.29802], [0.07378, 2.52890, -0.81863], [0.37075, 3.04088, -2.06366], [0.56796, 4.40482, -2.20564], [0.45131, 5.22947, -1.08036], [0.13250, 4.70799, 0.16639], [0.93976, 5.03527, -3.82219], [1.22329, 3.79703, -4.54278], [2.07573, 5.90237, -3.59151], [-0.29951, 5.69502, -4.18321], [-1.35213, 3.00154, 1.86074], [0.19872, 3.01053, 2.32136], [0.00282, 1.43896, -0.73878], [0.48928, 2.41952, -2.94019], [0.62136, 6.29214, -1.20480], [0.03201, 5.35660, 1.02974]], "s2": 6.0399, "multiplicity": 5, "total_charge": 1, "homo_energy_ev": [-9.999, -9.998]}

---

Entry 6:
{"formula": "C28H23BBrF4KN3O9P3S", "method": "ωB97M-V with the def2-TZVPD basis set", "symbols": ["K", "O", "P", "O", "O", "O", "P", "O", "O", "O", "H", "H", "F", "C", "C", "F", "C", "F", "C", "P", "C", "C", "C", "C", "C", "C", "C", "C", "C", "C", "C", "C", "C", "Br", "C", "F", "H", "H", "H", "H", "H", "H", "H", "H", "H", "H", "C", "C", "C", "N", "N", "C", "N", "S", "H", "H", "H", "H", "H", "H", "H", "O", "B", "O", "C", "C", "C", "C", "C", "C", "H", "H", "H", "H"], "xyz": [[-0.45102, -0.83509, 2.05545], [-1.26441, 3.34014, 4.64519], [-1.76429, 1.98846, 3.90301], [-3.21507, 2.09508, 3.55888], [-0.76300, 1.71021, 2.81797], [-1.59282, 0.92320, 5.09356], [-2.02509, -0.68027, 5.07494], [-3.13594, -0.65984, 3.88940], [-2.58730, -0.99227, 6.40617], [-0.86497, -1.46171, 4.53916], [-1.96700, 3.63985, 5.23112], [-3.52392, 0.23263, 3.77759], [1.74429, 4.57782, -2.33824], [1.10037, 3.43685, -2.05388], [-0.23873, 3.30259, -2.35376], [-0.88851, 4.32273, -2.92877], [-0.88950, 2.11470, -2.07157], [-2.17672, 2.05623, -2.43667], [-0.25413, 1.03264, -1.47945], [-1.04344, -0.66975, -1.25475], [-1.00834, -1.35276, -2.86281], [-1.72314, -0.87668, -3.97026], [-1.69453, -1.51698, -5.19468], [-1.13138, -2.84356, -5.23355], [-0.34346, -3.30213, -4.24184], [0.14196, -2.30642, -3.19516], [-2.75835, -0.18958, -0.83025], [-2.97916, 0.69138, 0.23210], [-4.26316, 0.95263, 0.68619], [-5.34789, 0.33004, 0.07927], [-5.13832, -0.55424, -0.96893], [-3.85064, -0.81900, -1.41984], [1.10248, 1.20182, -1.19911], [2.16955, -0.20104, -0.48388], [1.77298, 2.37859, -1.47742], [3.07693, 2.53231, -1.21249], [-2.37811, -0.01794, -3.84770], [-2.29967, -1.15806, -6.01756], [-1.43892, -3.51878, -6.02825], [-0.02458, -4.33698, -4.19480], [0.45902, -2.84779, -2.29446], [-2.15193, 1.19308, 0.73064], [-4.38700, 1.61992, 1.53001], [-6.35275, 0.52295, 0.43613], [-5.98063, -1.04906, -1.43924], [-3.68296, -1.51694, -2.23088], [0.77821, -1.82181, 7.39162], [2.10951, -1.97711, 6.65791], [2.19878, -1.16360, 5.40548], [2.60152, -1.63989, 4.27818], [2.55446, -0.72258, 3.25344], [2.14227, 0.44512, 3.65144], [2.05012, 1.55318, 2.84024], [1.74959, 0.51047, 5.33424], [0.75609, -2.45919, 8.27826], [-0.05671, -2.07992, 6.74244], [0.62247, -0.79209, 7.71944], [2.26430, -3.01320, 6.35381], [2.94097, -1.70503, 7.31753], [2.33862, 1.32466, 1.89691], [1.10320, 1.95057, 2.85121], [2.64554, -2.13028, -4.01486], [1.39926, -1.54222, -3.72552], [1.48244, -0.15843, -3.93607], [2.76570, 0.09239, -4.31351], [3.35651, 1.30055, -4.60223], [4.70681, 1.27202, -4.95535], [5.41318, 0.07695, -5.01171], [4.80268, -1.14341, -4.71454], [3.47271, -1.10394, -4.36478], [2.79482, 2.22368, -4.54741], [5.21361, 2.20138, -5.18167], [6.46099, 0.09111, -5.28432], [5.34555, -2.07838, -4.74677]], "total_charge": -2, "de_lowest_kcal_mol": 23.35, "homo_energy_ev": -1.385}